{"formula": "C12H24Cl2CrO12", "method": "ωB97M-V/def2-TZVPD", "homo_energy_ev": [-7.29, -8.26], "lumo_ev": [0.17, 0.17], "multiplicity": 5, "elements": ["Cr", "Cl", "Cl", "C", "O", "C", "O", "O", "C", "H", "H", "H", "H", "H", "H", "C", "O", "C", "O", "O", "C", "H", "H", "H", "H", "H", "H", "C", "O", "C", "O", "O", "C", "H", "H", "H", "H", "H", "H", "C", "O", "C", "O", "O", "C", "H", "H", "H", "H", "H", "H"], "coordinates": [[0.19134, 0.78900, 1.40040], [0.48633, -0.40235, 3.58412], [0.60079, 3.20856, 1.83432], [-3.16432, 3.45793, 0.66639], [-3.78907, 2.30161, 1.14219], [-3.15007, 1.20108, 1.40935], [-1.94405, 0.95481, 1.32289], [-4.12621, 0.33750, 1.72172], [-3.89002, -1.05104, 1.97399], [-3.77828, 4.35857, 0.66206], [-3.02491, 3.28764, -0.40116], [-2.13874, 3.67138, 0.96758], [-3.58713, -1.58245, 1.07181], [-4.82725, -1.49151, 2.31409], [-3.22779, -1.08671, 2.83903], [4.42655, 2.38466, 1.22480], [4.68183, 1.01821, 1.06921], [3.56943, 0.14612, 0.99407], [2.39574, 0.42470, 0.71996], [3.96665, -1.17211, 1.16678], [3.10847, -2.24588, 0.95852], [5.40233, 2.84673, 1.37461], [3.84650, 2.57382, 2.12804], [3.94809, 2.93876, 0.41724], [2.16118, -2.23933, 1.49768], [3.58390, -3.18852, 1.22965], [2.82785, -2.36933, -0.08748], [0.13997, -2.51784, -1.81969], [-0.59191, -3.11434, -0.82776], [-0.85291, -2.39945, 0.33031], [-0.53862, -1.17772, 0.58619], [-1.44695, -3.17518, 1.17002], [-1.70887, -4.59681, 1.02429], [1.13312, -2.25222, -1.45747], [-0.40077, -1.61544, -2.10497], [0.04350, -3.12249, -2.72146], [-0.75275, -5.09617, 0.86756], [-2.20514, -4.75910, 0.06749], [-2.10411, -4.83190, 2.01254], [-1.00489, 0.78087, -4.07434], [-1.07133, 0.98593, -2.66596], [-0.05295, 1.42725, -1.89643], [-0.06466, 1.17288, -0.73467], [0.78964, 2.17358, -2.64551], [2.00542, 2.58619, -1.94739], [-1.96419, 0.40114, -4.42597], [-0.14892, 0.19562, -4.41033], [-0.69315, 1.75566, -4.44946], [2.65335, 3.25336, -2.51587], [2.56476, 1.74833, -1.53120], [1.72322, 3.10595, -1.03180]], "forces_ev_per_a": [[0.4, 0.0, 1.1], [0.0, 0.5, -1.0], [0.0, -0.7, -0.3], [1.5, 0.7, -2.4], [-0.7, 0.9, 0.9], [1.1, -1.6, -0.2], [-3.0, 0.7, 0.3], [-0.2, -0.1, -0.2], [0.2, 0.4, 0.7], [-0.4, -0.5, 0.9], [0.0, -0.1, -0.4], [-0.2, -0.3, 1.0], [0.4, 0.2, 0.2], [-0.2, 0.4, -0.2], [0.6, -0.5, -0.5], [-0.1, 1.7, 1.0], [-2.5, -3.6, -0.5], [-0.6, -0.7, -0.6], [3.0, 0.0, 0.5], [1.4, 3.2, 0.3], [-1.6, -1.1, -0.6], [0.0, -0.2, 0.0], [-0.2, -0.1, -0.1], [-0.2, -0.7, -0.4], [0.1, 0.7, 0.4], [0.6, 0.4, 0.2], [0.2, 0.3, -0.3], [-0.2, 1.9, -1.4], [-1.1, -0.1, 2.9], [1.9, 3.0, -0.5], [-1.1, -5.6, -1.8], [-0.6, 0.5, 1.3], [1.5, 0.8, -0.7], [0.1, -0.2, -0.5], [0.4, 0.5, 0.0], [0.7, -0.4, 0.3], [0.1, -0.1, 0.4], [-0.9, -0.2, 0.6], [-0.5, -0.4, -0.7], [1.4, 1.7, -0.2], [-0.3, -1.1, 1.1], [-0.8, 0.4, -2.5], [0.8, 0.4, 0.5], [0.8, -0.6, 1.1], [-0.2, 0.2, 1.5], [0.2, 0.2, 0.2], [-0.2, -0.8, 0.5], [-0.9, 0.1, -0.8], [-0.6, -0.4, -0.6], [-0.1, -0.4, -0.6], [-0.3, 0.3, 0.0]]}